1.
ORCA calculation (ωB97M-V/def2-TZVPD) on C19H28NO5Zn as an isolated structure at a distorted geometry.

Each line ends with the Löwdin charge.
Positions of all 54 atoms, in Å:
O: 2.261 -3.403 -1.033  -0.085
C: 1.800 -2.857 -2.304  -0.164
C: 0.696 -3.937 -2.462  -0.055
H: 2.573 -2.932 -3.069  0.068
H: 1.509 -1.793 -2.199  0.105
C: 1.017 -4.205 -0.948  -0.512
H: 0.938 -4.769 -3.160  0.090
H: -0.289 -3.498 -2.725  0.101
C: 1.444 -5.488 -0.245  -0.024
H: 2.447 -5.796 -0.553  0.067
H: 0.738 -6.332 -0.333  0.083
H: 1.535 -5.241 0.834  0.090
C: -0.193 -3.608 -0.260  -0.071
H: -0.337 -2.551 -0.563  0.032
H: -0.121 -3.652 0.838  0.064
H: -1.109 -4.131 -0.608  0.100
Zn: -0.415 -0.204 -0.506  0.816
C: -2.747 1.377 -1.128  -0.158
C: -1.490 1.928 -1.488  -0.179
C: -0.757 0.945 -2.248  -0.244
H: -1.175 2.957 -1.341  0.088
C: -1.599 -0.251 -2.312  -0.256
C: -2.840 0.064 -1.648  -0.153
H: -3.742 -0.550 -1.655  0.084
H: -3.553 1.930 -0.646  0.094
H: 0.119 1.146 -2.870  0.093
H: -1.433 -1.088 -2.994  0.082
C: 0.465 1.075 2.062  -0.403
C: -0.398 -0.052 1.576  -0.303
C: 0.449 -1.182 1.446  -0.313
H: -1.434 -0.150 1.873  0.076
C: 1.824 -0.734 1.391  -0.187
C: 1.888 0.584 1.742  -0.113
H: 2.755 1.212 1.921  0.064
H: 0.339 1.099 3.167  0.136
H: 0.158 -2.164 1.836  0.057
H: 2.640 -1.422 1.145  0.085
O: 3.503 -4.208 -3.562  -0.224
C: 3.324 -5.604 -3.944  -0.169
C: 4.470 -6.002 -4.866  -0.158
H: 2.350 -5.688 -4.465  0.112
H: 3.295 -6.184 -3.002  0.123
C: 5.144 -4.675 -5.273  -0.153
H: 4.102 -6.521 -5.747  0.103
H: 5.147 -6.647 -4.311  0.104
C: 4.553 -3.610 -4.345  -0.177
H: 4.870 -4.388 -6.297  0.106
H: 6.230 -4.739 -5.177  0.105
H: 4.095 -2.794 -4.917  0.120
H: 5.305 -3.216 -3.655  0.123
O: -1.668 3.453 0.909  0.034
N: -1.181 2.555 1.584  -0.367
O: -1.771 1.869 2.413  0.032
O: 0.231 2.334 1.449  0.032

Atoms 1-3, force components in eV/Å:
O -1.6 0.2 -0.5
C 0.2 0.6 -0.1
C 0.9 0.1 -0.3

* DFT total energy: -2950.6924 Ha
* HOMO level (alpha / beta): -0.87 / -0.87 eV
* gap between HOMO and LUMO (alpha / beta): 3.186 / 3.185 eV
* charge: -1


2.
ORCA calculation (ωB97M-V/def2-TZVPD) on C52H58BrI2KN2O6P2S as an isolated structure at a distorted geometry.

Each line ends with the Löwdin charge.
Positions of all 125 atoms, in Å:
K: 0.801 0.108 -0.869  0.683
C: -2.386 -1.491 -5.201  -0.124
C: -1.354 -1.220 -4.109  -0.550
C: -0.214 -0.365 -4.668  -0.110
P: -1.898 -0.501 -2.481  1.084
C: -3.511 -1.332 -2.144  -0.574
C: -3.326 -2.837 -1.962  -0.120
C: -4.101 -0.725 -0.869  -0.124
C: -2.449 1.206 -2.906  -0.298
C: -3.407 1.480 -3.875  -0.124
C: -3.787 2.774 -4.217  -0.136
C: -3.176 3.828 -3.542  -0.128
C: -2.238 3.603 -2.553  -0.057
C: -1.856 2.288 -2.175  -0.329
N: -1.085 1.999 -1.099  -0.053
C: -0.185 2.863 -0.558  -0.379
C: 0.650 3.719 -1.327  -0.043
C: 1.565 4.564 -0.728  -0.117
C: 1.722 4.579 0.658  -0.153
C: 0.944 3.714 1.421  -0.138
C: 0.008 2.847 0.864  -0.301
P: -1.167 1.736 1.786  1.126
C: -0.456 1.533 3.489  -0.559
C: -0.450 2.691 4.487  -0.130
C: -1.183 0.336 4.116  -0.139
C: -2.602 2.904 2.099  -0.542
C: -3.691 2.677 1.046  -0.133
C: -2.296 4.397 2.191  -0.122
H: -1.962 -2.160 -5.957  0.073
H: -2.666 -0.568 -5.711  0.062
H: -3.298 -1.960 -4.826  0.056
H: -0.916 -2.180 -3.807  0.081
H: -0.596 0.610 -4.985  0.076
H: 0.245 -0.854 -5.533  0.082
H: 0.581 -0.183 -3.942  0.054
H: -4.199 -1.142 -2.976  0.086
H: -2.699 -3.035 -1.090  0.059
H: -2.865 -3.320 -2.827  0.061
H: -4.293 -3.319 -1.783  0.074
H: -3.438 -0.905 -0.018  0.069
H: -5.073 -1.178 -0.647  0.073
H: -4.240 0.353 -0.966  0.056
H: -3.882 0.646 -4.380  0.081
H: -4.536 2.952 -4.978  0.076
H: -3.451 4.852 -3.778  0.087
H: -1.808 4.442 -2.019  0.097
H: 0.552 3.693 -2.405  0.111
H: 2.176 5.211 -1.350  0.093
H: 2.419 5.261 1.130  0.081
H: 1.075 3.721 2.497  0.076
H: 0.573 1.201 3.314  0.065
H: -1.469 2.956 4.784  0.067
H: 0.025 3.598 4.117  0.041
H: 0.079 2.397 5.401  0.071
H: -2.220 0.593 4.363  0.068
H: -0.693 0.030 5.046  0.075
H: -1.206 -0.523 3.443  0.047
H: -2.992 2.552 3.062  0.087
H: -3.354 2.988 0.054  0.060
H: -4.588 3.255 1.295  0.067
H: -3.965 1.624 0.970  0.051
H: -1.829 4.749 1.268  0.072
H: -1.623 4.651 3.010  0.052
H: -3.224 4.964 2.330  0.067
I: 4.590 -0.079 -4.870  0.882
C: 3.515 -1.702 -4.157  -0.656
C: 3.557 -2.889 -4.909  -0.278
C: 2.784 -3.969 -4.592  -0.712
I: 2.925 -5.668 -5.775  0.830
C: 1.879 -3.900 -3.487  -0.221
C: 1.017 -4.952 -3.096  -0.062
C: 0.175 -4.791 -2.039  -0.036
C: 0.173 -3.563 -1.351  -0.142
N: 0.957 -2.569 -1.687  0.090
C: 1.823 -2.712 -2.732  -0.134
C: 2.675 -1.528 -3.032  -0.495
O: 2.597 -0.489 -2.342  -0.213
H: 4.214 -2.937 -5.768  0.058
H: 1.042 -5.884 -3.646  0.047
H: -0.480 -5.588 -1.711  0.107
H: -0.474 -3.402 -0.495  0.090
O: 2.097 -3.445 1.282  -0.082
H: 1.854 -3.050 0.438  -0.008
H: 1.244 -3.825 1.589  -0.001
O: 0.612 -0.758 1.293  -0.259
H: -0.154 -1.377 1.349  0.005
H: 1.307 -1.191 1.811  0.014
O: 3.080 -0.434 2.880  -0.494
S: 3.120 0.926 2.234  1.014
C: 4.229 1.905 3.248  -0.346
C: 5.001 1.232 4.182  -0.062
C: 5.858 1.964 4.993  -0.085
C: 5.930 3.347 4.869  -0.102
C: 5.138 4.003 3.936  -0.086
C: 4.275 3.284 3.121  -0.072
C: 4.142 0.749 0.783  -0.361
C: 4.701 -0.494 0.546  -0.051
C: 5.512 -0.644 -0.573  -0.066
C: 5.736 0.426 -1.423  -0.127
C: 5.121 1.652 -1.191  -0.079
C: 4.308 1.821 -0.084  -0.068
H: 4.905 0.157 4.260  0.108
H: 6.469 1.452 5.726  0.098
H: 6.596 3.914 5.506  0.093
H: 5.184 5.081 3.844  0.099
H: 3.648 3.787 2.393  0.080
H: 4.481 -1.316 1.216  0.111
H: 5.948 -1.611 -0.792  0.108
H: 6.350 0.292 -2.303  0.056
H: 5.247 2.467 -1.892  0.103
H: 3.791 2.759 0.091  0.096
Br: -2.024 -6.892 2.481  0.747
C: -3.065 -5.378 2.986  -0.598
C: -4.250 -5.679 3.652  -0.165
C: -5.107 -4.664 4.042  -0.110
C: -4.784 -3.346 3.744  -0.090
C: -3.608 -3.071 3.067  -0.022
C: -2.709 -4.071 2.683  -0.138
C: -1.422 -3.619 1.985  -0.631
O: -0.443 -4.381 2.025  -0.059
O: -1.497 -2.480 1.462  -0.057
H: -4.489 -6.715 3.854  0.079
H: -6.024 -4.909 4.565  0.091
H: -5.445 -2.538 4.030  0.095
H: -3.339 -2.058 2.798  0.109

Atoms 1-3, force components in eV/Å:
K -0.2 0.5 -0.4
C 0.0 0.0 -0.1
C 0.1 -0.1 -0.1

* DFT total energy: -7427.6917 Ha
* HOMO level: -1.89 eV
* gap between HOMO and LUMO: 5.263 eV
* charge: -2


3.
ORCA calculation (ωB97M-V/def2-TZVPD) on C44H47GdN4O6S3 as an isolated structure at a distorted geometry.

Each line ends with the Löwdin charge.
Positions of all 105 atoms, in Å:
Gd: -1.261 -0.068 -0.586  1.620
C: 0.034 1.497 4.840  -0.060
C: -0.662 2.486 3.918  -0.413
C: -0.500 3.893 4.351  -0.091
C: -2.109 2.039 3.723  -0.124
C: -3.082 2.318 4.668  -0.074
C: -4.346 1.756 4.541  -0.118
C: -4.597 0.750 3.640  -0.035
C: -3.563 0.296 2.789  -0.117
C: -3.646 -1.134 2.184  -0.397
C: -3.130 -2.142 3.211  -0.075
C: -5.002 -1.511 1.705  -0.087
C: -2.472 1.120 2.611  -0.169
N: -1.925 1.392 1.380  0.032
C: -1.627 2.708 1.052  -0.481
O: -2.148 3.716 1.543  0.046
C: -0.556 2.923 0.089  -0.184
C: -0.290 4.275 -0.325  0.024
C: 0.910 4.552 -0.920  -0.065
C: 1.777 3.502 -1.167  -0.006
C: 1.466 2.178 -0.772  -0.160
N: 0.230 1.910 -0.305  0.070
C: 2.599 1.225 -0.790  -0.434
O: 3.620 1.556 -1.398  0.034
N: 2.397 0.046 -0.129  0.114
C: 3.474 -0.935 -0.116  -0.084
C: 4.242 -1.125 1.053  -0.138
C: 5.179 -2.152 0.994  -0.069
C: 5.360 -2.887 -0.152  -0.088
C: 4.660 -2.634 -1.328  -0.056
C: 3.680 -1.670 -1.326  -0.122
C: 2.927 -1.484 -2.649  -0.335
C: 2.244 -2.822 -3.006  -0.072
C: 3.845 -1.036 -3.829  -0.052
C: 4.042 -0.370 2.342  -0.350
C: 4.354 -1.279 3.567  -0.079
C: 4.928 0.880 2.509  -0.061
H: 0.971 1.917 5.224  0.068
H: 0.234 0.613 4.235  0.075
H: -0.619 1.320 5.712  0.085
H: -0.127 2.438 2.963  0.124
H: -0.740 3.989 5.423  0.078
H: -1.135 4.550 3.750  0.086
H: 0.524 4.147 4.258  0.059
H: -2.917 3.113 5.404  0.104
H: -5.011 1.996 5.357  0.081
H: -5.521 0.290 3.579  0.078
H: -2.910 -1.184 1.393  0.077
H: -3.842 -2.194 4.073  0.081
H: -2.136 -1.790 3.652  0.097
H: -3.030 -3.158 2.806  0.069
H: -5.659 -1.818 2.583  0.090
H: -4.940 -2.381 1.050  0.082
H: -5.540 -0.701 1.203  0.087
H: -1.017 5.029 -0.001  0.124
H: 1.150 5.668 -1.025  0.131
H: 2.760 3.676 -1.656  0.124
H: 5.814 -2.275 1.879  0.103
H: 6.119 -3.698 -0.108  0.104
H: 4.741 -3.222 -2.251  0.110
H: 2.097 -0.804 -2.508  0.112
H: 2.862 -3.634 -3.416  0.072
H: 1.451 -2.636 -3.729  0.068
H: 1.707 -3.300 -2.144  0.095
H: 4.770 -1.668 -3.789  0.071
H: 4.248 0.030 -3.710  0.093
H: 3.386 -1.125 -4.796  0.061
H: 3.000 -0.024 2.348  0.131
H: 5.417 -1.384 3.684  0.060
H: 3.924 -2.249 3.455  0.069
H: 3.895 -0.816 4.436  0.074
H: 5.983 0.589 2.342  0.088
H: 4.741 1.278 3.498  0.066
H: 4.706 1.712 1.835  0.075
S: -1.875 -1.481 -5.450  0.991
C: -1.598 0.225 -5.467  -0.531
C: -1.757 1.108 -6.543  -0.122
C: -1.336 2.419 -6.423  -0.135
C: -0.785 2.878 -5.218  -0.126
C: -0.643 2.070 -4.102  -0.012
C: -1.107 0.710 -4.233  -0.306
N: -1.002 -0.287 -3.229  -0.044
C: -1.352 -1.500 -3.741  -0.550
C: -1.411 -2.700 -2.915  -0.277
C: -1.872 -3.916 -3.550  -0.052
C: -2.071 -5.065 -2.759  -0.112
C: -1.811 -5.008 -1.395  -0.150
C: -1.388 -3.824 -0.774  -0.128
C: -1.176 -2.720 -1.546  -0.042
H: -2.135 0.726 -7.466  0.085
H: -1.350 3.159 -7.283  0.102
H: -0.428 3.905 -5.142  0.088
H: -0.191 2.409 -3.172  0.088
H: -2.029 -3.936 -4.611  0.057
H: -2.449 -5.957 -3.155  0.070
H: -2.107 -5.877 -0.828  0.077
H: -1.207 -3.777 0.348  0.117
O: 0.186 -0.876 0.814  -0.443
H: 1.434 -0.237 0.341  0.055
H: 0.512 -1.544 1.415  0.003
O: -3.436 -0.673 -1.046  -0.557
S: -3.893 0.630 -1.657  0.004
O: -4.977 1.242 -0.942  -0.409
O: -2.678 1.552 -1.643  -0.542
S: -4.477 0.284 -3.545  0.203

Atoms 1-3, force components in eV/Å:
Gd -1.1 0.1 -0.5
C -0.1 0.3 0.3
C -0.4 -0.6 -1.3

* DFT total energy: -4335.5445 Ha
* HOMO level (alpha / beta): -0.05 / -1.85 eV
* multiplicity: 8
* gap between HOMO and LUMO (alpha / beta): 3.881 / 5.203 eV
* charge: -2


4.
ORCA calculation (ωB97M-V/def2-TZVPD) on C3H4N4 in the gas phase.

Each line ends with the Löwdin charge.
Positions of all 11 atoms, in Å:
N: -0.850 -0.456 -1.745  0.135
C: -0.343 -0.541 -0.475  -0.432
C: 0.820 -1.067 -0.035  -0.043
N: 1.605 -0.548 0.833  0.053
C: 1.141 0.728 1.185  -0.232
N: -0.117 1.002 1.254  0.054
N: -0.986 0.113 0.578  0.018
H: -0.155 -0.586 -2.472  0.099
H: -1.457 0.341 -1.891  0.103
H: 1.846 1.472 1.534  0.106
H: -1.506 -0.457 1.235  0.139

Atoms 1-3, force components in eV/Å:
N 0.1 0.0 0.1
C 0.1 0.1 0.0
C 0.3 0.2 -0.1

* DFT total energy: -335.6068 Ha
* HOMO level (alpha / beta): -8.12 / -8.12 eV
* gap between HOMO and LUMO (alpha / beta): 8.018 / 8.019 eV
* SMILES string: NC1=C=NC=NN1


5.
ORCA calculation (ωB97M-V/def2-TZVPD) on a 2-piece molecular cluster, C13H21BClF9NO6P2S overall at a distorted geometry.

Each line ends with the Löwdin charge.
Positions of all 55 atoms, in Å:
C: 2.422 1.006 5.357  -0.147
C: 3.418 0.196 4.335  -0.152
B: 3.211 0.627 2.726  -0.387
O: 4.469 0.984 2.016  -0.002
C: 1.690 0.695 2.014  -0.447
P: 1.195 2.569 2.231  0.483
S: 2.626 3.680 1.419  0.207
C: 1.894 0.338 0.445  -0.057
N: 0.826 -0.603 -0.161  -0.024
C: -0.379 0.066 -0.692  -0.111
F: -0.382 1.577 -0.600  0.050
F: -0.367 -0.133 -2.199  0.039
C: -1.879 -0.406 -0.281  -0.049
F: -2.256 -1.774 -0.812  0.043
F: -2.713 0.460 -1.220  0.030
C: -2.441 -0.057 1.189  -0.049
F: -3.805 0.583 1.003  0.048
F: -1.690 1.029 1.929  0.016
C: -2.697 -1.224 2.271  -0.134
F: -4.151 -1.245 2.689  0.052
F: -2.349 -2.604 1.955  0.064
F: -1.967 -0.875 3.548  0.032
C: 0.694 -1.817 0.710  -0.362
P: 2.134 -3.046 0.209  0.668
O: 1.801 -4.467 1.189  -0.349
Cl: 1.932 -3.662 -1.814  0.220
C: 0.886 -1.599 2.315  -0.144
O: 0.856 -0.220 2.796  -0.178
H: 2.497 0.469 6.421  0.100
H: 2.725 2.126 5.548  0.096
H: 1.289 0.988 5.067  0.067
H: 3.365 -0.975 4.480  0.114
H: 4.529 0.496 4.654  0.128
H: 5.181 0.303 2.286  0.140
H: 1.216 2.872 3.639  0.006
H: -0.016 2.921 1.543  -0.011
H: 2.111 1.274 -0.264  0.168
H: 2.906 -0.293 0.371  0.150
H: 1.365 -0.975 -1.008  0.161
H: -0.246 -2.485 0.547  0.141
H: 2.663 -4.995 1.230  0.092
H: 0.057 -2.270 2.850  0.161
H: 1.919 -2.085 2.666  0.137
C: -2.309 -0.075 -4.245  -0.078
O: -3.219 0.082 -5.332  0.002
C: -2.871 1.051 -6.216  -0.555
O: -1.881 1.762 -6.147  0.109
O: -3.816 1.091 -7.189  -0.007
C: -3.579 2.073 -8.197  -0.047
H: -2.685 -0.875 -3.602  0.086
H: -1.318 -0.364 -4.610  0.096
H: -2.252 0.844 -3.653  0.085
H: -2.639 1.870 -8.720  0.100
H: -3.573 3.078 -7.763  0.100
H: -4.395 2.016 -8.922  0.097

Atoms 1-3, force components in eV/Å:
C -0.2 -0.5 1.4
C 0.5 0.4 0.1
B 3.2 0.8 0.6

* DFT total energy: -3478.3417 Ha
* HOMO level: -11.58 eV
* gap between HOMO and LUMO: 6.967 eV
* charge: +1


6.
ORCA calculation (ωB97M-V/def2-TZVPD) on C5H7Cl3 as an isolated structure at a distorted geometry.

Each line ends with the Löwdin charge.
Positions of all 15 atoms, in Å:
C: -0.819 0.223 -2.024  -0.053
C: -1.222 0.380 -0.803  -0.704
C: 1.262 -0.976 -0.018  -0.139
C: 0.128 0.775 1.555  -0.644
C: 0.006 -0.464 0.597  -0.762
Cl: -2.785 0.725 -0.165  0.643
Cl: 0.496 2.240 0.683  0.624
Cl: -1.013 -1.706 1.448  0.587
H: -1.466 0.577 -2.782  0.055
H: 0.195 -0.127 -2.180  0.059
H: 1.843 -0.024 -0.144  0.090
H: 1.148 -1.480 -0.895  0.033
H: 1.975 -1.622 0.577  0.112
H: -0.788 0.912 2.045  0.027
H: 1.040 0.567 2.107  0.074

Atoms 1-3, force components in eV/Å:
C 0.3 0.5 -0.1
C 1.8 -3.1 3.8
C 2.0 2.1 2.7

* DFT total energy: -1575.1971 Ha
* HOMO level: -9.71 eV
* gap between HOMO and LUMO: 10.479 eV